(1)
Entry from the OMol25 dataset: a 2-piece molecular cluster, C25H22Br2O2 overall at a distorted geometry (ωB97M-V/def2-TZVPD).

Each line ends with the natural charge from an NBO analysis.
Atoms and positions in Å:
Br1 -7.4564 3.1787 -0.9343  0.078
C1 -5.7806 2.3060 -1.0063  -0.084
C2 -5.7201 0.9032 -1.0939  -0.238
C3 -4.4832 0.2597 -1.0881  -0.194
C4 -3.2603 0.9866 -0.9793  -0.007
C5 -1.9948 0.3040 -0.9195  -0.150
C6 -0.7578 0.9100 -0.7141  -0.249
C7 0.4793 0.2881 -0.9413  -0.092
C8 1.6943 1.0287 -1.2213  -0.116
C9 2.6533 0.5741 -2.1617  -0.156
C10 3.7232 1.3768 -2.5420  -0.239
C11 3.9107 2.6176 -1.9210  -0.078
Br2 5.3616 3.7348 -2.4409  0.065
C12 3.0401 3.0467 -0.9100  -0.243
C13 1.9351 2.2641 -0.5791  -0.131
C14 -3.3551 2.4072 -0.9801  -0.196
C15 -4.5915 3.0540 -0.9684  -0.226
H1 -6.6424 0.3343 -1.1383  0.232
H2 -4.4424 -0.8262 -1.1749  0.221
H3 -2.0038 -0.7836 -1.0469  0.224
H4 -0.7467 1.9378 -0.3222  0.202
H5 0.4789 -0.7837 -1.1537  0.238
H6 2.4960 -0.3936 -2.6446  0.226
H7 4.3991 1.0617 -3.3327  0.234
H8 3.2010 4.0015 -0.4181  0.229
H9 1.2289 2.6077 0.1776  0.207
H10 -2.4398 2.9965 -1.0055  0.218
H11 -4.6467 4.1354 -0.9133  0.230
C16 -3.0159 -1.0937 3.2389  -0.625
C17 -2.2560 -1.6831 2.0760  -0.070
O1 -0.9273 -1.1225 2.1264  -0.520
C18 -0.0595 -1.6939 1.2387  0.735
C19 1.2257 -1.0386 1.3033  -0.291
C20 2.4266 -1.7123 1.0465  -0.106
C21 2.4867 -2.8772 0.2235  -0.150
C22 3.6966 -3.4848 -0.0565  -0.235
C23 4.8910 -2.9910 0.5024  -0.209
C24 4.8536 -1.8538 1.3349  -0.222
C25 3.6519 -1.2201 1.5995  -0.181
O2 -0.4111 -2.6092 0.4864  -0.661
H12 -4.0872 -1.2454 3.0911  0.213
H13 -2.7225 -1.6019 4.1642  0.210
H14 -2.8074 -0.0234 3.3539  0.217
H15 -2.2103 -2.7774 2.1553  0.196
H16 -2.7197 -1.4120 1.1121  0.174
H17 1.2531 -0.1051 1.8544  0.226
H18 1.5438 -3.2753 -0.1474  0.239
H19 3.7094 -4.3681 -0.6957  0.214
H20 5.8412 -3.4930 0.2961  0.214
H21 5.7754 -1.4795 1.7905  0.216
H22 3.5821 -0.3666 2.2796  0.210

Output
- Kohn-Sham gap (eV) = 4.603
- HOMO (eV) = -6.629
- LUMO level (eV) = -2.03

(2)
Entry from the OMol25 dataset: an isolated ion of composition C4H8NO2 and charge +1 at a distorted geometry (ωB97M-V/def2-TZVPD).

Each line ends with the natural charge from an NBO analysis.
Atoms and positions in Å:
N1 -0.9859 -1.6587 -0.5621  -0.719
C1 0.1080 -0.5887 -0.5625  -0.129
C2 0.6590 -0.7055 0.9656  0.426
O1 -0.3111 -1.0251 1.6767  -0.545
C3 -0.6774 0.7175 -0.6628  -0.541
C4 0.2667 1.9151 -0.5423  0.416
O2 1.4328 1.7642 -0.1715  -0.498
H1 -1.5632 -1.3028 0.1541  0.450
H2 -1.5434 -1.7690 -1.4643  0.460
H3 -0.9200 -2.5852 -0.0271  0.475
H4 0.8582 -0.7399 -1.3879  0.271
H5 1.6924 -0.3847 1.3415  0.237
H6 -1.1106 0.8291 -1.6591  0.258
H7 -1.4902 0.6337 0.2034  0.258
H8 -0.1330 2.9860 -0.4548  0.181

Output
- Kohn-Sham gap (eV) = 10.258
- total charge = +1
- HOMO (eV) = -14.423
- LUMO level (eV) = -4.17
- SMILES = [NH3+][C@H](C=O)CC=O

(3)
Entry from the OMol25 dataset: a 2-piece molecular cluster, C4H5ClN2 overall at a distorted geometry (ωB97M-V/def2-TZVPD).

Each line ends with the natural charge from an NBO analysis.
Atoms and positions in Å:
C1 1.4932 1.0519 1.5830  -0.251
C2 1.3567 0.8904 0.4062  -0.002
C3 -2.1440 -0.2173 0.3762  0.053
C4 1.1984 0.7200 -1.0211  -0.691
N1 -1.6888 -1.2767 0.0787  -0.028
N2 -0.9303 -2.2286 0.1022  -0.460
Cl1 -3.0041 1.0100 -0.3314  0.093
H1 1.6043 1.1560 2.6199  0.228
H2 1.4849 -0.2929 -1.3009  0.244
H3 0.1549 0.8794 -1.2952  0.230
H4 1.8224 1.4293 -1.5641  0.237
H5 -1.3477 -3.1214 0.3466  0.346

Output
- Kohn-Sham gap (eV) = 9.002
- HOMO (eV) = -8.839
- LUMO level (eV) = 0.16

(4)
Entry from the OMol25 dataset: C31H61N4O3PS2SiW as an isolated structure at a distorted geometry (ωB97M-V/def2-TZVPD).

Each line ends with the Mulliken charge.
Atoms and positions in Å:
W1 0.3812 -0.0662 0.2732  0.625
C1 0.8821 3.4366 5.7170  -1.205
C2 0.9782 1.9462 5.4132  -0.283
N1 0.0460 1.6107 4.3534  -0.014
C3 0.2879 0.8427 3.3048  -0.007
S1 -1.0081 0.6794 2.1020  -0.552
N2 1.4165 0.2217 3.1274  -1.851
N3 1.5548 -0.4513 1.9625  1.772
C4 2.5726 -1.3015 1.8736  1.064
C5 3.5144 -1.5675 2.9984  -1.863
C6 2.6421 -1.9680 0.6090  0.354
C7 3.5333 -3.0006 0.2840  -0.860
C8 3.4360 -3.6268 -0.9399  -1.114
C9 2.4440 -3.2139 -1.8360  -0.813
C10 1.6081 -2.1800 -1.4772  -0.093
N4 1.7004 -1.5402 -0.2934  1.104
H1 1.5023 3.6930 6.5713  0.392
H2 -0.1444 3.7047 5.9643  0.366
H3 1.2050 4.0344 4.8658  0.248
H4 0.7281 1.3707 6.3114  0.379
H5 1.9783 1.6632 5.0841  0.192
H6 -0.8894 1.9785 4.4588  0.289
H7 3.1389 -1.0842 3.8970  0.338
H8 4.5127 -1.1889 2.7780  0.308
H9 3.5980 -2.6366 3.1778  0.590
H10 4.2720 -3.3065 1.0040  0.609
H11 4.0968 -4.4383 -1.1985  0.493
H12 2.3280 -3.6884 -2.7962  0.602
H13 0.8240 -1.8351 -2.1503  0.378
C11 -2.7958 -3.3344 1.0495  -1.463
C12 -1.3824 -3.1881 0.4973  1.193
C13 -0.3725 -3.2365 1.6448  -1.541
C14 -1.1037 -4.2870 -0.5265  -1.251
O1 -1.2149 -1.8671 -0.1156  0.373
Si1 -2.1679 -1.2185 -1.3193  -1.266
S2 -1.1070 0.6857 -1.3495  -0.662
O2 -3.7260 -1.0841 -1.0245  1.191
C15 -4.7049 -0.1861 -0.4411  1.631
C16 -4.9648 0.9429 -1.4327  -1.568
C17 -5.9679 -1.0130 -0.2204  -1.790
C18 -4.1669 0.3650 0.8710  -1.097
O3 -1.8149 -2.0257 -2.6505  -0.266
C19 -2.4250 -1.9615 -3.9664  1.480
C20 -2.4664 -0.5096 -4.4273  -1.414
C21 -3.8259 -2.5492 -3.8735  -1.395
C22 -1.5401 -2.7964 -4.8849  -1.835
H14 -2.9089 -4.3195 1.4937  0.559
H15 -3.5318 -3.2340 0.2578  0.264
H16 -2.9831 -2.5852 1.8158  0.271
H17 -0.6123 -4.0576 2.3138  0.640
H18 -0.4161 -2.3000 2.2134  0.189
H19 0.6390 -3.3959 1.2760  0.269
H20 -1.2215 -5.2576 -0.0512  0.492
H21 -0.0913 -4.2181 -0.9192  0.165
H22 -1.7991 -4.2216 -1.3582  0.278
H23 -5.3327 0.5462 -2.3753  0.343
H24 -4.0528 1.5070 -1.6182  0.255
H25 -5.7142 1.6145 -1.0249  0.528
H26 -6.2743 -1.4917 -1.1466  0.365
H27 -6.7699 -0.3593 0.1086  0.440
H28 -5.8101 -1.7794 0.5345  0.384
H29 -3.2597 0.9421 0.6895  -0.027
H30 -3.9368 -0.4420 1.5618  0.158
H31 -4.9060 1.0149 1.3284  0.673
H32 -3.1522 0.0662 -3.8110  0.149
H33 -2.8001 -0.4605 -5.4590  0.616
H34 -1.4774 -0.0608 -4.3609  0.240
H35 -4.3824 -2.0586 -3.0809  0.160
H36 -3.7772 -3.6133 -3.6570  0.341
H37 -4.3480 -2.4038 -4.8131  0.511
H38 -0.5265 -2.4039 -4.9034  0.355
H39 -1.9432 -2.7667 -5.8923  0.457
H40 -1.5118 -3.8290 -4.5482  0.360
C23 2.0716 4.6739 1.0010  -1.566
C24 1.2197 3.4045 1.0062  1.670
C25 -0.2046 3.6977 0.5304  -1.589
P1 1.8649 1.9481 0.0239  0.416
C26 1.7275 2.3671 -1.8049  0.943
C27 2.1338 3.7336 -2.3507  -1.564
C28 2.4104 1.2315 -2.5741  -1.324
C29 3.6817 1.6950 0.4640  0.961
C30 3.9423 1.8592 1.9665  -1.287
C31 4.6448 2.5943 -0.3114  -1.533
H41 1.4955 5.4818 1.4484  0.506
H42 2.3504 4.9883 0.0013  0.252
H43 2.9750 4.5537 1.5891  0.331
H44 1.1764 3.0254 2.0387  -0.486
H45 -0.1929 4.2465 -0.4063  0.285
H46 -0.7343 4.3030 1.2627  0.505
H47 -0.7756 2.7786 0.3692  0.237
H48 0.6430 2.2842 -1.9659  -0.019
H49 3.1832 3.9654 -2.2101  0.258
H50 1.5321 4.5344 -1.9309  0.401
H51 1.9462 3.7347 -3.4239  0.486
H52 3.4792 1.4040 -2.6695  0.279
H53 2.0050 1.1498 -3.5792  0.528
H54 2.2586 0.2734 -2.0610  0.178
H55 3.8731 0.6436 0.1855  0.127
H56 4.0463 2.9088 2.2243  0.321
H57 4.8841 1.3784 2.2243  0.446
H58 3.1590 1.4335 2.5884  -0.039
H59 4.3611 3.6379 -0.2279  0.258
H60 4.7067 2.3220 -1.3590  0.309
H61 5.6436 2.4913 0.1073  0.506

Output
- Kohn-Sham gap (alpha / beta) (eV) = 5.907 / 5.906
- total charge = +2
- HOMO (alpha / beta) (eV) = -13.305 / -13.306
- LUMO level (alpha / beta) (eV) = -7.40 / -7.40

(5)
Entry from the OMol25 dataset: one molecule with the formula C11H12O3 at a distorted geometry (ωB97M-V/def2-TZVPD).

Each line ends with the natural charge from an NBO analysis.
Atoms and positions in Å:
C1 -2.4063 0.5123 -0.0799  -0.246
O1 -1.4969 0.7435 0.9533  -0.560
C2 -0.4257 -0.2804 0.8220  0.616
O2 -0.5188 -1.4490 1.4536  -0.516
C3 -0.4802 -1.4235 2.8743  -0.264
C4 0.0469 -0.4871 -0.6522  -0.092
C5 -0.3316 -1.0935 -1.7925  -0.196
C6 0.5397 -0.8202 -2.9002  -0.198
C7 1.7078 -0.1111 -2.7455  -0.206
C8 2.0910 0.4621 -1.5178  -0.191
C9 1.2110 0.2363 -0.4963  -0.007
C10 1.0844 0.6591 0.9589  -0.382
C11 0.7861 2.1406 1.1948  0.461
O3 1.1139 2.7796 2.1446  -0.516
H1 -2.5058 -0.4971 -0.3575  0.169
H2 -2.0604 0.9622 -0.9990  0.173
H3 -3.5008 0.9394 0.2386  0.190
H4 -1.0933 -2.1633 3.2954  0.195
H5 -0.7235 -0.4169 3.3162  0.199
H6 0.5084 -1.6853 3.3028  0.181
H7 -1.2940 -1.4748 -2.0166  0.219
H8 0.2555 -1.2690 -3.8870  0.216
H9 2.3437 0.0192 -3.5615  0.210
H10 3.0583 0.8626 -1.4332  0.219
H11 1.7912 0.2368 1.6134  0.225
H12 0.2994 2.6178 0.2713  0.101

Output
- Kohn-Sham gap (eV) = 10.129
- HOMO (eV) = -9.295
- LUMO level (eV) = 0.83
- SMILES = COC1(OC)c2ccccc2[C@H]1C=O

(6)
Entry from the OMol25 dataset: CH4Br2OSi as an isolated structure at a distorted geometry (ωB97M-V/def2-TZVPD).

Each line ends with the natural charge from an NBO analysis.
Atoms and positions in Å:
C1 1.3669 0.2170 1.2095  -0.212
O1 -0.6143 -0.5400 0.4640  -1.070
Si1 -1.2344 -0.2139 -0.9475  1.241
Br1 2.5058 -0.9667 0.4020  0.245
Br2 1.3653 1.9619 0.6429  0.236
H1 1.0778 0.0220 2.2276  0.234
H2 -0.4827 -0.7457 -2.0865  -0.241
H3 -1.4877 1.2130 -1.1683  -0.242
H4 -2.4967 -0.9476 -0.7437  -0.192

Output
- Kohn-Sham gap (alpha / beta) (eV) = 7.798 / 7.795
- HOMO (alpha / beta) (eV) = -9.444 / -9.442
- LUMO level (alpha / beta) (eV) = -1.65 / -1.65